Molecular formula: C38H46KN8OPS
Method: DFT, ωB97M-V with the def2-TZVPD basis set

Results
Energy above the lowest of the compared OMol25 structures with the same formula, charge and spin (eV): 0.000
HOMO level (eV): -1.656
E_LUMO (eV): 3.77
Net charge: -2
Orbital gap (eV): 5.422

Each line ends with the Mulliken charge.
Geometry (Å):
K1 0.15799 0.98226 1.06050  0.758
C1 -1.55540 4.20120 -1.72860  -0.870
C2 -0.79602 4.65444 -0.44541  -0.144
N1 0.65127 4.47755 -0.38532  -0.406
C3 1.32282 4.69082 0.88460  -0.134
C4 2.75408 4.05735 1.01193  -1.105
N2 2.75299 2.59470 1.21369  0.195
C5 3.94414 1.90416 0.58850  -0.888
C6 3.87541 1.73032 -0.93199  -0.486
C7 2.89374 0.63859 -1.48623  -0.937
N3 1.44982 0.94311 -1.59496  1.398
C8 1.14043 1.62596 -2.90550  -0.975
C9 -0.34036 1.79001 -3.14846  -0.648
N4 -1.00940 1.76720 -1.77904  0.308
C10 -2.08676 2.77824 -1.71546  -0.840
H1 -1.02131 4.43023 -2.65644  0.251
H2 -2.44492 4.84082 -1.71496  0.505
H3 -1.23420 4.23196 0.43205  -0.018
H4 -0.93626 5.74752 -0.33995  0.357
H5 0.89473 3.56271 -0.77566  0.203
H6 0.73801 4.31825 1.73875  -0.081
H7 1.43052 5.77653 1.00175  0.392
H8 3.22561 4.52162 1.89145  0.422
H9 3.34947 4.34758 0.10637  0.277
H10 2.84772 2.45520 2.21611  0.190
H11 3.98544 0.89224 1.10124  0.302
H12 4.87430 2.44794 0.85109  0.346
H13 4.88587 1.35475 -1.19109  0.433
H14 3.68625 2.68144 -1.46762  0.167
H15 2.94956 -0.25942 -0.84710  0.375
H16 3.30875 0.36164 -2.46677  0.359
H17 0.99116 0.00723 -1.54461  -0.604
H18 1.64457 1.09058 -3.71392  0.450
H19 1.60448 2.62291 -2.83939  0.392
H20 -0.67921 0.93147 -3.73179  -0.008
H21 -0.53765 2.75017 -3.67366  0.421
H22 -1.38074 0.82736 -1.64552  -0.032
H23 -2.68860 2.60366 -0.78195  0.401
H24 -2.76266 2.67011 -2.57674  0.384
N5 1.76007 -2.50852 3.21216  -0.364
C11 0.47821 -2.03712 3.35564  0.593
O1 -0.02612 -1.16752 2.63605  -0.352
C12 -0.26655 -2.65733 4.51978  0.123
C13 -1.63643 -2.45830 4.67806  0.067
N6 -2.78517 -2.27427 4.86117  -0.733
C14 0.37625 -3.45685 5.45242  0.031
N7 0.85100 -4.12336 6.29373  -0.674
H25 2.26485 -2.28286 2.37968  0.237
H26 2.03882 -3.32171 3.73141  0.179
N8 0.29772 -1.50115 -0.91425  -0.821
P1 -0.30997 -2.72056 -1.58819  0.579
C15 0.36037 -4.34861 -1.39614  0.478
C16 0.75365 -4.77091 -0.13114  -0.254
C17 1.06221 -6.09954 0.08856  -0.552
C18 0.93746 -7.03354 -0.92390  -0.395
C19 0.58588 -6.64747 -2.20453  -0.797
C20 0.28333 -5.30868 -2.42684  -0.223
C21 -0.21799 -2.50349 -3.35307  0.509
C22 -1.24951 -1.88492 -4.04995  -0.949
C23 -1.08305 -1.51101 -5.40559  -0.606
C24 0.12284 -1.73077 -6.05109  -0.696
C25 1.19879 -2.17482 -5.28924  -0.611
C26 1.04540 -2.63222 -3.98478  -0.544
C27 -2.02233 -2.92138 -1.08421  0.076
C28 -2.99402 -3.40994 -1.94148  0.029
C29 -4.32756 -3.50415 -1.53931  -0.869
C30 -4.71150 -3.08647 -0.26238  -0.475
C31 -3.73576 -2.58882 0.62819  -0.638
C32 -2.41546 -2.58412 0.22957  -0.305
H27 0.80279 -4.06046 0.71176  0.384
H28 1.36229 -6.40221 1.11455  0.359
H29 1.13848 -8.07334 -0.70798  0.348
H30 0.52646 -7.36766 -3.02054  0.376
H31 0.00517 -5.00943 -3.45771  0.204
H32 -2.17345 -1.55499 -3.59541  0.528
H33 -1.88758 -0.97803 -5.87467  0.407
H34 0.27565 -1.53791 -7.10659  0.357
H35 2.21285 -2.12669 -5.69866  0.344
H36 1.84864 -3.15815 -3.49615  0.458
H37 -2.78978 -3.70095 -2.96725  0.414
H38 -5.06694 -3.91645 -2.23083  0.364
H39 -5.74795 -3.23497 0.06157  0.328
H40 -4.01522 -2.21932 1.62225  0.477
H41 -1.68139 -2.25574 0.96806  0.563
S1 -1.31167 2.99984 2.74535  -0.451
C33 -1.15639 3.53778 4.36648  0.132
C34 -1.83944 4.69349 4.82243  -0.470
C35 -1.78788 5.04596 6.17024  -0.445
C36 -1.07073 4.27164 7.07096  -0.295
C37 -0.39778 3.12943 6.65194  -0.570
C38 -0.38454 2.81367 5.31982  -0.514
H42 -2.38885 5.27397 4.11416  0.349
H43 -2.28944 5.96993 6.48046  0.283
H44 -1.02577 4.57216 8.11581  0.298
H45 0.15877 2.51699 7.36658  0.334
H46 0.16259 1.97143 4.92316  0.285

=====

Molecular formula: C38H46N11OSSeTeTi
Method: DFT, ωB97M-V with the def2-TZVPD basis set

Results
Energy above the lowest of the compared OMol25 structures with the same formula, charge and spin (eV): 0.000
HOMO level (eV): -9.686
E_LUMO (eV): -3.36
Net charge: +1
Orbital gap (eV): 6.329

Each line ends with the Mulliken charge.
Geometry (Å):
Ti1 0.12139 0.59084 2.47543  -0.131
C1 0.14608 0.92317 8.44881  -1.177
C2 0.66823 1.71397 7.31375  0.894
N1 1.56422 2.64447 7.37390  -0.829
N2 1.71977 3.05256 6.08266  0.259
C3 0.94104 2.40852 5.22168  0.400
S1 0.79804 2.72478 3.55364  -0.478
N3 0.25097 1.54513 6.00405  0.432
N4 -0.67127 0.63565 5.50547  -0.750
H1 0.63027 1.26342 9.35991  0.352
H2 0.37151 -0.13441 8.30419  0.253
H3 -0.93258 1.04772 8.55059  0.319
H4 2.37553 3.78277 5.85742  0.170
H5 -1.60844 0.90242 5.78643  0.301
H6 -0.43764 -0.28842 5.85696  0.229
Se1 2.66965 -1.14474 6.34812  -0.084
C4 1.94855 -0.73019 4.80024  -0.033
N5 1.41566 -0.44072 3.79435  -0.253
C5 -1.25597 -1.51028 0.55789  0.014
N6 -0.30498 -1.48513 1.72940  2.769
C6 -0.97888 -2.23932 2.85080  -1.048
N7 -1.33260 -3.58502 2.46894  0.069
C7 -2.23516 -3.52923 1.31540  -0.657
N8 -1.60589 -2.85839 0.17793  0.313
C8 -0.38680 -3.58796 -0.17625  -0.540
N9 0.54797 -3.64091 0.95038  0.209
C9 0.90382 -2.29185 1.32495  -1.136
C10 -0.11319 -4.29867 2.07774  -0.721
H7 -0.78202 -0.99327 -0.27933  -1.368
H8 -2.15999 -0.97178 0.84554  0.403
H9 -1.87667 -1.68345 3.12459  0.175
H10 -0.28681 -2.26649 3.69307  0.270
H11 -3.14230 -2.99029 1.59554  0.359
H12 -2.50494 -4.54473 1.02561  0.354
H13 0.09126 -3.09171 -1.01914  0.035
H14 -0.65179 -4.60278 -0.47359  0.346
H15 1.37179 -1.79320 0.47615  0.391
H16 1.59540 -2.30130 2.16629  0.022
H17 0.57038 -4.33378 2.92783  0.353
H18 -0.37347 -5.31801 1.79302  0.353
C11 4.32431 1.00044 -0.32316  -0.786
C12 4.41788 0.87117 1.05325  -1.011
C13 3.26132 0.71185 1.79049  -0.340
N10 2.04237 0.67676 1.23155  0.867
C14 1.96091 0.80471 -0.09930  0.121
C15 3.07047 0.96469 -0.90928  -0.644
H19 5.21273 1.13065 -0.92688  0.481
H20 5.37198 0.89635 1.55984  0.470
H21 3.29999 0.61385 2.86466  0.270
H22 0.96281 0.80034 -0.51842  0.286
H23 2.93711 1.07248 -1.97710  0.504
C16 3.67974 3.00303 -6.00123  -1.604
C17 2.46059 2.44660 -5.31917  0.364
C18 2.09781 2.86280 -4.04535  -0.878
C19 0.96502 2.37113 -3.40550  0.948
C20 0.59195 2.95168 -2.06653  -1.190
C21 0.17818 1.41245 -4.06062  0.147
Te1 -1.44937 0.58145 -2.98256  0.684
N11 -0.49769 1.61442 1.05179  -0.141
C22 -1.69575 1.43159 1.54500  0.600
O1 -1.75928 0.74183 2.70467  -0.668
C23 -2.95277 1.86653 0.92970  0.264
C24 -4.17755 1.44542 1.44324  -0.207
C25 -5.34974 1.84218 0.82203  -0.964
C26 -5.29601 2.66149 -0.29941  -0.407
C27 -4.07398 3.08937 -0.80449  -0.734
C28 -2.90023 2.69051 -0.19119  -0.340
C29 -1.27580 -1.45782 -3.51740  0.477
C30 -2.46554 -2.09863 -3.85677  -0.946
C31 -2.47907 -3.44450 -4.18593  -0.675
C32 -1.28805 -4.15430 -4.20526  -0.746
C33 -0.10306 -3.51504 -3.87942  -0.238
C34 -0.07229 -2.16789 -3.52022  0.354
C35 1.24297 -1.52843 -3.18595  -1.272
C36 0.48026 1.02871 -5.37444  0.866
C37 -0.38873 0.11698 -6.19810  -1.642
C38 1.62978 1.54506 -5.96765  -0.701
H24 4.40680 3.36858 -5.27682  0.383
H25 3.40993 3.83955 -6.64894  0.324
H26 4.16254 2.24993 -6.62349  0.390
H27 2.70624 3.60201 -3.53443  0.389
H28 -0.21563 3.68006 -2.18783  0.455
H29 1.43678 3.47648 -1.62114  0.281
H30 0.24495 2.20129 -1.35352  -0.169
H31 -4.20065 0.81140 2.31942  0.573
H32 -6.30558 1.51642 1.20937  0.434
H33 -6.21386 2.97095 -0.78188  0.420
H34 -4.04093 3.73015 -1.67535  0.445
H35 -1.93396 3.00814 -0.55961  0.659
H36 -3.39072 -1.53576 -3.87329  0.473
H37 -3.41209 -3.92923 -4.44125  0.406
H38 -1.27981 -5.20104 -4.47993  0.400
H39 0.82831 -4.06998 -3.89951  0.442
H40 1.98262 -2.28055 -2.90844  0.525
H41 1.12589 -0.82469 -2.36186  -0.233
H42 1.63880 -0.95955 -4.03172  0.469
H43 -1.44500 0.26460 -5.97279  0.303
H44 -0.16405 -0.93684 -6.02368  0.184
H45 -0.23275 0.31792 -7.25720  0.562
H46 1.86878 1.24085 -6.98133  0.483